[1]
ORCA calculation (wB97M-V/def2-TZVPD) on the molecule C7H10N2O.

Geometry as XYZ:
```
20
Properties=species:S:1:pos:R:3:nbo_charge:R:1
H -2.714 -3.031 0.207 0.381
N -1.838 -2.678 -0.458 -0.613
C -1.369 -1.787 0.296 0.507
O -2.315 -1.821 1.512 -0.774
C -0.444 -0.669 0.073 -0.159
C -0.878 0.495 -0.451 -0.117
C 0.027 1.621 -0.724 -0.313
C 0.990 2.084 0.366 -0.414
C 1.512 1.260 -0.752 -0.035
N 1.890 -0.112 -0.562 -0.594
C 1.039 -0.874 0.345 -0.248
H -2.360 -0.928 1.869 0.469
H -1.939 0.613 -0.681 0.221
H -0.342 2.383 -1.412 0.228
H 1.247 3.143 0.372 0.228
H 0.873 1.642 1.357 0.221
H 2.120 1.764 -1.504 0.219
H 1.903 -0.570 -1.469 0.366
H 1.286 -0.603 1.385 0.200
H 1.311 -1.932 0.231 0.225
```

## Properties
SMILES = [H]/N=C(\O)C1=C[C@H]2C[C@H]2NC1
2S+1 = 1

---

[2]
ORCA calculation (wB97M-V/def2-TZVPD) on the molecule C7H10N2O.

Geometry as XYZ:
```
20
Properties=species:S:1:pos:R:3:nbo_charge:R:1
C -0.169 2.194 -0.822 -0.246
O 0.549 1.111 -1.356 -0.526
C 0.059 -0.107 -1.397 0.397
C -0.352 -0.732 -2.688 -0.680
C -0.370 -0.848 -0.235 -0.359
C 0.192 -0.567 1.050 0.117
C 1.319 0.044 1.490 -0.116
N 1.457 -0.055 2.829 -0.437
C 0.463 -0.802 3.220 0.152
N -0.388 -1.121 2.157 -0.542
H 0.392 3.040 -0.525 0.203
H -0.780 1.935 0.115 0.189
H -1.019 2.539 -1.575 0.169
H 0.359 -1.470 -3.007 0.226
H -1.351 -1.181 -2.605 0.228
H -0.500 -0.028 -3.501 0.220
H -0.978 -1.691 -0.369 0.204
H 1.989 0.597 0.951 0.201
H 0.175 -1.032 4.268 0.196
H -1.050 -1.826 2.000 0.407
```

## Properties
SMILES = CO/C(C)=C\c1cnc[nH]1
2S+1 = 1

---

[3]
ORCA calculation (wB97M-V/def2-TZVPD) on the molecule C7H10N2O2S.

Geometry as XYZ:
```
22
Properties=species:S:1:pos:R:3:nbo_charge:R:1
C 0.330 -2.062 -3.421 -0.620
C -0.617 -0.872 -2.873 -0.225
C -0.596 0.171 -2.061 0.208
C -0.779 1.304 -1.382 -0.296
C -0.687 2.585 -1.904 0.262
N -0.786 3.715 -2.050 -0.301
C -1.422 1.312 -0.012 -0.226
N -0.422 1.775 0.919 -0.856
S 0.517 0.498 1.451 2.284
C 0.429 0.899 3.207 -0.876
O 1.892 0.585 1.085 -0.942
O -0.127 -0.751 1.154 -0.947
H -0.252 -2.775 -3.965 0.224
H 0.886 -2.429 -2.557 0.236
H 1.140 -1.742 -4.044 0.230
H -1.461 -0.826 -3.410 0.219
H -2.256 2.108 0.077 0.217
H -1.893 0.426 0.307 0.253
H 0.137 2.448 0.463 0.406
H 1.322 0.770 3.775 0.251
H 0.152 1.993 2.884 0.256
H -0.464 0.453 3.656 0.244
```

## Properties
SMILES = CC=C=C(C#N)CNS(C)(=O)=O
2S+1 = 1

---

What are the max |F| values for these records? In order: 4.7; 6.6; 4.0 eV Å⁻¹.
What are the Kohn-Sham gap values for these records? In order: 9.46; 8.24; 10.33 eV.